*a*
DFT (wB97M-V/def2-TZVPD) results for the molecule C22H31N3O2.

Summary:
**SMILES**: Cc1cc(C(=O)N2CCN(C(=O)C3=CCC3)[C@H]3CCCC[C@@H]3C2)c(C)n1C
**HOMO-LUMO gap**: 8.58 eV
**Highest occupied orbital energy**: -7.8083 eV
**Spin multiplicity**: 1

CARTESIAN COORDINATES (ANGSTROEM)
N: -3.112 -0.025 -1.976
H: 3.134 1.443 -2.492
H: 2.857 -1.069 -1.556
H: -4.090 1.765 -1.535
C: 0.310 -2.068 0.411
H: 1.545 1.119 3.596
H: -4.344 1.181 -3.188
H: -4.985 -1.895 -3.045
H: 4.520 2.860 0.910
C: 0.444 -0.730 -1.670
H: -1.784 2.322 -2.771
H: 4.255 4.152 -1.633
H: 5.232 2.692 -1.900
C: 3.013 2.293 -1.826
C: 0.650 0.683 3.145
C: -1.034 -0.758 -1.765
H: 3.927 -0.210 0.313
H: -0.486 -2.469 2.946
C: 2.931 1.963 -0.348
C: -1.424 1.815 -1.872
H: -1.646 -2.924 -1.816
H: -5.148 0.384 -1.826
H: -0.565 -2.621 0.078
C: -0.215 -0.001 4.199
C: 4.312 3.077 -1.456
C: -1.917 -1.880 -1.825
C: 3.013 -0.735 0.589
H: -0.343 1.903 -1.837
C: -1.805 0.376 -1.878
H: -1.827 2.336 -1.000
H: -1.905 -2.066 1.989
H: 1.624 -1.119 2.607
N: 2.047 0.215 1.119
C: -1.025 -1.635 2.475
H: 2.194 2.913 -2.192
H: 2.860 -2.549 -0.591
H: -0.695 -0.236 0.875
N: 1.042 -1.544 -0.737
H: -5.170 -1.913 -1.290
C: 1.821 1.402 0.479
H: -2.059 -1.135 4.304
H: 0.091 1.493 2.680
C: -1.441 -0.640 3.552
H: 0.366 -0.776 4.714
C: 4.031 2.648 -0.033
O: 0.776 2.027 0.572
C: 2.489 -1.521 -0.640
C: -4.478 -2.133 -2.107
H: -0.517 0.722 4.959
C: -0.128 -1.001 1.414
H: -4.284 -3.203 -2.095
C: 1.073 -0.327 2.080
H: 3.268 -1.419 1.398
H: 0.966 -2.791 0.908
C: -3.188 -1.401 -1.964
H: -2.056 0.145 3.099
C: -4.232 0.876 -2.145
O: 1.110 -0.007 -2.401



*b*
DFT (wB97M-V/def2-TZVPD) results for the molecule C22H31N3O2.

Summary:
**SMILES**: CCc1ccc(C2=NN(CCC(=O)NC3CCCCCC3)C(=O)CC2)cc1
**HOMO-LUMO gap**: 8.73 eV
**Highest occupied orbital energy**: -8.5036 eV
**Spin multiplicity**: 1

CARTESIAN COORDINATES (ANGSTROEM)
H: 6.633 -1.703 0.666
C: 5.574 -1.955 0.737
C: 0.664 1.265 0.555
H: -6.643 -1.142 -1.625
C: 5.228 0.447 1.593
H: 4.507 -0.530 -2.215
H: -5.895 1.874 1.295
O: 1.647 -1.260 0.215
C: -5.958 -0.608 -0.983
O: 3.282 3.217 -0.546
H: 5.509 -2.975 1.125
H: 1.324 0.985 -1.485
H: -8.471 -1.190 0.753
H: 3.795 -1.170 1.636
C: -6.441 0.402 -0.159
C: -8.593 -0.131 0.970
H: -0.017 -3.127 -0.408
C: 2.835 2.090 -0.458
C: -1.779 -1.881 -0.729
C: -2.288 -0.571 -0.181
N: -1.487 0.309 0.285
H: 5.147 -1.336 2.749
N: -0.151 0.089 0.302
H: -1.533 -1.745 -1.788
C: 5.347 -0.785 -1.566
C: 5.849 0.493 -0.890
C: -0.531 -2.283 0.053
H: -8.367 0.507 -1.074
N: 3.556 1.010 -0.122
C: 4.958 1.074 0.220
C: -3.712 -0.255 -0.183
C: 4.920 -1.936 -0.644
H: 6.289 0.583 1.815
H: 6.841 0.325 -0.469
C: 4.874 -1.032 1.734
H: -9.656 0.095 1.011
H: 5.189 2.144 0.298
H: -0.005 2.025 0.956
H: 1.407 1.002 1.314
C: 1.364 1.763 -0.721
C: -5.538 1.084 0.651
H: 3.101 0.106 -0.068
C: -7.907 0.715 -0.106
C: -4.197 0.766 0.639
H: 5.150 -2.874 -1.155
H: 6.156 -1.130 -2.216
H: -4.274 -1.712 -1.666
H: -2.533 -2.663 -0.651
H: -3.497 1.297 1.265
C: 0.435 -1.126 0.174
H: 3.839 -1.917 -0.500
H: 5.954 1.248 -1.672
H: -8.052 1.772 0.123
H: -0.808 -2.575 1.072
C: -4.617 -0.936 -0.997
H: 0.874 2.654 -1.110
H: 4.664 1.010 2.341
H: -8.156 0.070 1.945



*c*
DFT (wB97M-V/def2-TZVPD) results for the molecule C22H31N3O2.

Summary:
**SMILES**: CCn1ncc(CN2CCC[C@H](C(=O)c3cccc(OC(C)C)c3)C2)c1C
**HOMO-LUMO gap**: 9.31 eV
**Highest occupied orbital energy**: -8.5622 eV
**Spin multiplicity**: 1

CARTESIAN COORDINATES (ANGSTROEM)
H: 3.132 1.469 -0.135
O: 0.711 3.733 -0.739
N: 3.532 -1.345 0.073
C: 0.902 -3.310 1.652
H: 0.530 -2.054 -2.445
H: 1.410 -4.211 1.999
H: -2.142 -1.619 1.281
C: 3.538 -1.928 2.398
H: -0.184 1.659 0.823
H: 2.679 2.160 -1.698
H: 2.992 -1.084 -1.917
O: -3.026 0.616 2.059
H: -4.385 -1.382 0.254
C: 2.877 4.256 0.031
N: -0.828 -2.427 -0.847
H: 0.525 -3.694 -1.759
H: -4.116 1.738 -0.817
C: -1.934 -2.897 -1.659
H: 4.620 -1.873 2.258
H: 0.630 -2.716 2.524
H: -3.467 3.615 -2.288
C: 1.769 -2.540 0.725
C: -1.461 3.687 -1.577
C: -2.171 1.581 0.067
C: 0.456 -2.630 -1.504
H: -3.152 -3.506 -0.002
H: 3.537 -0.676 4.155
C: -0.510 3.148 -0.705
C: -1.034 -1.043 -0.467
H: 3.291 -2.848 2.934
C: -2.268 -0.946 0.427
H: 3.174 4.520 -0.980
H: -0.150 -0.709 0.080
H: -1.159 -0.393 -1.353
C: -2.743 3.183 -1.614
H: 3.745 3.895 0.575
H: 1.486 2.945 1.013
N: 2.945 -1.976 1.089
C: 2.733 -1.501 -0.964
H: 1.980 -0.737 3.322
C: 1.803 3.174 -0.014
H: -3.642 -0.753 -1.228
H: 2.491 5.145 0.522
C: -3.109 2.127 -0.795
H: -2.039 -2.294 -2.581
C: -2.533 0.447 0.971
C: 1.597 -2.250 -0.619
C: -3.233 -2.837 -0.860
C: -0.879 2.092 0.121
H: 3.311 0.200 2.636
C: 3.058 -0.707 3.180
C: 2.318 1.911 -0.703
H: -0.003 -3.591 1.122
H: -4.060 -3.179 -1.485
H: 1.527 1.172 -0.802
H: -1.163 4.508 -2.210
C: -3.492 -1.416 -0.372
H: -1.730 -3.930 -1.954



Computed stability ranking, most favorable first: *b*, *a*, *c*



*a*
DFT (wB97M-V/def2-TZVPD) results for the molecule C20H30N2O3.

Summary:
**SMILES**: CCOc1cccc(CN2CCC(CCC(=O)NC3CC3)CC2)c1O
**HOMO-LUMO gap**: 8.81 eV
**Highest occupied orbital energy**: -7.9974 eV
**Spin multiplicity**: 1

CARTESIAN COORDINATES (ANGSTROEM)
C: -5.166 0.908 0.763
C: -4.536 3.764 3.119
C: 2.023 -1.586 -0.719
C: -5.093 0.777 -0.746
H: -2.954 2.585 4.164
H: -0.326 0.226 1.784
H: 0.605 -0.054 -2.228
C: -0.130 0.347 -1.528
C: 0.728 -1.342 0.007
O: -5.636 0.051 1.481
C: 4.447 -1.956 -2.064
H: -2.561 1.447 -0.933
C: 6.789 -0.892 -0.805
H: -1.798 0.144 -2.881
H: -4.232 2.732 0.620
H: -1.538 -1.267 -1.854
H: -4.570 4.549 2.379
H: 1.154 -2.655 -2.350
H: 7.798 -0.715 1.087
C: 3.264 -2.447 -2.596
H: 5.372 -2.105 -2.597
H: -0.127 1.439 -1.625
C: -2.086 -0.043 0.541
H: 4.108 -0.187 1.210
H: 8.799 -0.314 -0.317
C: 4.424 -1.286 -0.855
H: -4.117 -1.136 -0.690
H: 6.794 -0.405 -1.790
C: -4.562 2.346 2.643
H: -0.019 -2.079 -0.330
C: -2.558 0.351 -0.860
O: 3.198 -0.456 1.020
C: -3.293 2.922 3.197
H: 7.031 -1.956 -0.937
H: -2.760 0.338 1.307
H: -4.959 1.754 -1.215
H: 7.560 0.819 0.246
N: 0.300 0.037 -0.182
H: 0.898 -1.482 1.076
C: -3.966 -0.171 -1.177
O: 5.518 -0.757 -0.206
C: -0.671 0.499 0.785
C: -1.534 -0.176 -1.871
H: -0.691 1.593 0.723
H: -5.054 4.008 4.033
C: 7.805 -0.232 0.114
N: -4.664 2.073 1.247
H: -6.043 0.357 -1.081
H: -2.076 -1.132 0.625
H: -4.054 -0.323 -2.256
H: 3.286 -2.975 -3.537
C: 2.069 -2.264 -1.931
H: -2.490 3.139 2.508
C: 3.207 -1.098 -0.177
H: -5.097 1.598 3.213



*b*
DFT (wB97M-V/def2-TZVPD) results for the molecule C20H30N2O3.

Summary:
**SMILES**: COC(=O)c1ccc(CN2CCN(C3CCCC3)[C@@H](CCO)C2)cc1
**HOMO-LUMO gap**: 8.80 eV
**Highest occupied orbital energy**: -8.2062 eV
**Spin multiplicity**: 1

CARTESIAN COORDINATES (ANGSTROEM)
N: 3.006 -0.327 0.578
C: -0.687 0.854 2.190
C: -4.164 -0.466 1.463
H: -6.969 -1.492 -2.552
C: -1.961 0.496 1.476
C: 2.530 1.980 -0.384
H: -1.302 1.339 -0.365
C: 1.809 -0.985 0.106
H: -4.976 -0.974 1.961
H: 1.999 0.695 2.802
C: 4.712 -2.104 0.612
H: -7.646 0.083 -2.099
H: 5.176 -0.453 -1.948
H: 2.014 1.402 -1.152
H: 4.478 1.818 -1.330
C: -6.790 -0.415 -2.558
N: 0.468 0.614 1.344
O: -5.601 -0.108 -1.848
H: 1.451 -0.599 -0.863
C: 1.681 1.202 1.873
H: 1.502 2.255 2.100
C: 4.267 -0.751 0.006
C: -4.314 -0.127 0.120
H: 3.485 -2.961 -1.707
H: 0.968 -1.309 2.068
H: -0.622 0.304 3.146
H: 3.013 3.036 -2.706
C: 2.815 1.083 0.844
C: -3.277 0.527 -0.542
H: -3.393 0.790 -1.582
H: 4.995 0.018 0.279
H: 1.862 2.790 -0.089
H: 5.261 -3.980 -0.370
C: -5.581 -0.481 -0.557
C: 5.301 -2.905 -0.545
C: 4.460 -2.471 -1.741
C: 4.308 -0.965 -1.532
H: 4.311 3.197 -0.222
H: 3.730 1.448 1.326
C: 0.690 -0.802 1.126
H: 3.419 -0.572 -2.021
H: 6.343 -2.622 -0.706
O: 3.508 3.502 -2.025
H: -0.231 -1.251 0.747
H: 3.841 -2.615 1.022
C: -2.115 0.836 0.135
H: -6.639 -0.058 -3.574
O: -6.508 -1.043 -0.024
C: -2.996 -0.159 2.132
H: 5.424 -1.961 1.423
H: -2.885 -0.430 3.172
H: 2.015 -2.049 -0.015
C: 3.793 2.602 -0.978
H: 4.930 -2.711 -2.694
H: -0.711 1.925 2.424



Computed stability ranking, most favorable first: *b*, *a*



*a*
DFT (wB97M-V/def2-TZVPD) results for the molecule C2H4INO2.

Summary:
**SMILES**: C[C@@H](I)[N+](=O)[O-]
**HOMO-LUMO gap**: 9.63 eV
**Highest occupied orbital energy**: -9.9674 eV
**Spin multiplicity**: 1

CARTESIAN COORDINATES (ANGSTROEM)
H: -0.850 -1.636 1.119
N: 0.227 1.034 -0.763
H: -1.408 -0.455 -0.232
C: -0.734 -0.630 0.648
I: 1.841 -1.597 -1.046
H: 1.280 0.337 0.932
O: -0.198 2.011 -0.196
C: 0.609 -0.087 0.081
O: 0.306 0.912 -1.935
H: -1.073 0.111 1.392



*b*
DFT (wB97M-V/def2-TZVPD) results for a cluster of 2 separate species, C2H4INO2 in total.

Summary:
**HOMO-LUMO gap (alpha / beta)**: 7.92 / 7.88 eV
**Highest occupied orbital energy (alpha / beta)**: -8.7625 / -8.7354 eV
**Spin multiplicity**: 1

CARTESIAN COORDINATES (ANGSTROEM)
N: -0.500 -1.658 0.299
C: 0.815 0.882 -0.557
I: -2.233 0.876 -0.066
H: 1.695 0.215 -0.366
H: 1.228 1.886 -0.390
H: 0.540 0.959 -1.648
H: -0.141 0.451 1.414
C: -0.279 0.598 0.419
O: 0.532 -2.294 0.315
O: -1.656 -1.915 0.581



*c*
DFT (wB97M-V/def2-TZVPD) results for a cluster of 3 separate species, C2H4INO2 in total.

Summary:
**SMILES**: C#[N+][O-].C=O.I
**HOMO-LUMO gap**: 10.46 eV
**Highest occupied orbital energy**: -9.7440 eV
**Spin multiplicity**: 1

CARTESIAN COORDINATES (ANGSTROEM)
N: -0.948 0.833 -1.674
I: 1.768 -3.030 -0.024
H: -1.716 2.859 -1.710
O: 0.171 1.023 1.546
O: -0.522 -0.256 -1.880
H: 0.463 -0.900 1.103
C: 0.491 -0.093 1.840
H: 0.638 -2.116 -0.526
C: -1.190 1.935 -1.579
H: 0.845 -0.254 2.903



Computed stability ranking, most favorable first: *a*, *c*, *b*



*a*
DFT (wB97M-V/def2-TZVPD) results for the molecule CH2F2N2O.

Summary:
**SMILES**: N[N+]([O-])=C(F)F
**HOMO-LUMO gap**: 9.52 eV
**Highest occupied orbital energy**: -8.8810 eV
**Spin multiplicity**: 1

CARTESIAN COORDINATES (ANGSTROEM)
O: -1.324 -1.262 -0.382
H: -0.060 1.375 -0.322
N: -0.836 0.875 0.065
N: -0.373 -0.417 -0.093
F: 1.737 0.521 0.536
F: 1.648 -1.675 0.339
C: 0.953 -0.576 0.303
H: -1.746 1.159 -0.446



*b*
DFT (wB97M-V/def2-TZVPD) results for a structure of composition CH2F2N2O.

Summary:
**HOMO-LUMO gap**: 10.14 eV
**Highest occupied orbital energy**: -10.3473 eV
**Spin multiplicity**: 1

CARTESIAN COORDINATES (ANGSTROEM)
H: -0.896 0.548 -1.637
C: 0.039 1.167 -1.386
F: -1.165 -1.351 0.638
N: 0.069 -1.113 1.637
H: 0.554 1.327 -2.407
N: 0.011 -1.041 2.755
F: 0.954 -1.010 0.691
O: 0.434 1.474 -0.291



Computed stability ranking, most favorable first: *a*, *b*



*a*
DFT (wB97M-V/def2-TZVPD) results for a cluster of 3 separate species, C3H9NO2S2 in total.

Summary:
**HOMO-LUMO gap**: 3.78 eV
**Highest occupied orbital energy**: -7.9705 eV
**Spin multiplicity**: 1

CARTESIAN COORDINATES (ANGSTROEM)
N: 2.058 -1.266 0.520
H: -3.138 -0.203 0.697
H: -1.534 0.331 -0.749
O: 3.429 1.845 0.499
S: -2.280 -1.040 1.073
H: 2.799 -0.856 1.067
S: -3.824 1.308 -0.975
H: 2.449 1.753 0.409
O: 0.998 0.797 0.545
H: 0.314 -2.042 -1.075
H: -4.493 2.436 -0.922
H: 3.538 2.793 0.663
C: -1.384 -0.739 -0.417
H: 2.071 -2.219 0.222
C: -0.026 -1.125 -0.575
C: 0.992 -0.439 0.170
H: -1.970 -1.333 -1.154



*b*
DFT (wB97M-V/def2-TZVPD) results for the molecule C3H9NO2S2.

Summary:
**HOMO-LUMO gap**: 9.58 eV
**Highest occupied orbital energy**: -8.9959 eV
**Spin multiplicity**: 1

CARTESIAN COORDINATES (ANGSTROEM)
S: 1.794 0.463 0.025
H: -2.286 -1.531 -0.828
N: -1.278 0.878 0.076
H: -2.543 2.253 0.774
O: 0.886 -0.046 -1.206
H: -0.686 -1.602 0.068
C: -1.291 -1.395 -0.930
H: -1.377 3.043 -0.143
H: 0.905 -1.587 1.027
H: -1.036 2.356 1.536
H: 2.482 -1.770 -0.002
C: 2.000 -1.213 0.849
H: -0.972 -2.050 -1.778
C: -1.519 2.225 0.516
S: -0.815 0.315 -1.257
O: 3.120 0.833 -0.488
H: 2.616 -1.174 1.759



*c*
DFT (wB97M-V/def2-TZVPD) results for a cluster of 3 separate species, C3H9NO2S2 in total.

Summary:
**HOMO-LUMO gap**: 5.59 eV
**Highest occupied orbital energy**: -8.7561 eV
**Spin multiplicity**: 1

CARTESIAN COORDINATES (ANGSTROEM)
O: 1.757 -0.770 1.890
C: 1.076 0.941 0.380
N: 0.485 1.480 1.517
C: 1.818 -0.318 0.687
H: 1.112 -2.239 1.838
C: 0.473 -0.527 -0.083
H: 1.175 -3.622 2.526
S: -1.267 1.261 -0.837
H: 2.780 -0.420 0.183
H: 0.667 0.822 2.299
H: -0.466 1.398 1.262
H: 0.293 -0.559 -1.150
S: -1.355 0.210 -2.538
H: -0.404 -0.802 0.487
H: 1.340 1.592 -0.435
O: 0.719 -3.153 1.815
H: -2.218 -0.731 -2.113



Computed stability ranking, most favorable first: *b*, *a*, *c*